#one
ORCA calculation (wB97M-V/def2-TZVPD) on a cluster of 2 separate species, C2H3FO2S in total.

Each line ends with the Löwdin charge.
Atoms and positions in Å:
1 C 2.5354 0.1408 0.1027  -0.0049
2 C 1.3166 0.3463 0.4379  -0.3027
3 O 0.2459 0.7028 0.7400  0.0937
4 H 3.0335 0.6769 -0.7397  0.0870
5 H 2.9111 -0.8770 0.3880  0.0850
6 O -2.2495 0.1729 -1.0051  -0.4447
7 S -2.0715 -1.0308 0.1066  0.9024
8 F -3.5665 -1.2307 0.6993  -0.4666
9 H -2.1551 1.0987 -0.7296  0.0508

Results
Highest occupied orbital energy: -8.89 eV
LUMO level: 0.52 eV
SMILES: C=C=O.OSF

#two
ORCA calculation (wB97M-V/def2-TZVPD) on an isolated molecule of C2H3FO2S.

Each line ends with the Löwdin charge.
Atoms and positions in Å:
1 C 0.3588 -0.2310 -0.2563  -0.0141
2 C -0.4582 0.2186 0.6606  -0.2174
3 S -0.1707 -0.3713 2.3638  0.6805
4 O 1.0532 -1.0649 2.4599  -0.2571
5 O -0.4076 0.5769 3.4361  -0.2804
6 F -1.4357 -1.4398 2.3981  -0.2136
7 H 0.2388 0.1855 -1.3218  0.1097
8 H 1.1660 -0.8872 -0.0831  0.0558
9 H -1.2791 0.9910 0.3741  0.1364

Results
Highest occupied orbital energy: -11.86 eV
LUMO level: 0.24 eV
SMILES: C=CS(=O)(=O)F

Relative to the most stable one, in eV, the structures come out at #one 0.830; #two 0.000.

#one
ORCA calculation (wB97M-V/def2-TZVPD) on an isolated molecule of C20H24N4O2S.

Each line ends with the Löwdin charge.
Atoms and positions in Å:
1 C -0.9535 -3.2738 0.6328  -0.0100
2 N -0.3715 -2.1197 0.0118  -0.0337
3 C -1.0256 -0.9646 -0.3357  -0.2928
4 C -2.4792 -0.7906 -0.0844  -0.1016
5 C -2.9943 0.5211 -0.6760  -0.2135
6 N -4.4353 0.5858 -0.6034  -0.1862
7 C -4.9727 0.7623 0.7425  -0.1913
8 C -6.2578 1.5918 0.5888  -0.1674
9 C -6.4568 1.6861 -0.9250  -0.1768
10 C -5.0264 1.6148 -1.4407  -0.2058
11 N -0.2469 -0.0831 -0.8942  0.1780
12 C 0.9968 -0.6554 -0.9434  -0.2033
13 C 2.1887 -0.1590 -1.4530  0.0351
14 C 3.3104 -0.9667 -1.3659  -0.3103
15 N 4.5319 -0.4919 -1.8596  -0.0588
16 S 5.0503 1.0577 -1.4636  0.6621
17 O 6.4614 1.0451 -1.7136  -0.2910
18 O 4.2382 2.0263 -2.1286  -0.2754
19 C 4.7401 1.1129 0.2989  -0.2774
20 C 5.6362 0.4788 1.1368  -0.0600
21 C 5.3734 0.4319 2.4955  -0.0692
22 C 4.2148 1.0093 2.9924  -0.0754
23 C 3.3253 1.6448 2.1406  -0.0606
24 C 3.5877 1.6995 0.7810  -0.0573
25 C 3.2435 -2.2442 -0.7917  -0.0302
26 C 2.0611 -2.7558 -0.2970  -0.0124
27 C 0.9383 -1.9499 -0.3710  -0.1632
28 H -1.4189 -3.0049 1.5840  0.0965
29 H -1.7146 -3.7183 -0.0136  0.0974
30 H -0.1753 -4.0112 0.8175  0.0854
31 H -3.0317 -1.6200 -0.5352  0.1282
32 H -2.6678 -0.8187 0.9932  0.1199
33 H -2.5056 1.3667 -0.1622  0.1268
34 H -2.7022 0.5625 -1.7267  0.1229
35 H -5.1802 -0.2222 1.1732  0.1111
36 H -4.2549 1.2770 1.3997  0.1150
37 H -6.1167 2.5874 1.0105  0.1049
38 H -7.1074 1.1296 1.0881  0.1023
39 H -7.0166 0.8240 -1.2865  0.1095
40 H -6.9709 2.5959 -1.2279  0.1056
41 H -4.9621 1.3193 -2.4894  0.1193
42 H -4.5239 2.5900 -1.3195  0.1242
43 H 2.2460 0.8117 -1.9133  0.1104
44 H 5.2967 -1.1470 -1.8059  0.1133
45 H 6.5315 0.0492 0.7150  0.1135
46 H 6.0675 -0.0540 3.1644  0.1056
47 H 4.0080 0.9678 4.0516  0.1042
48 H 2.4275 2.0971 2.5332  0.1075
49 H 2.9220 2.1949 0.0937  0.1129
50 H 4.1417 -2.8435 -0.7491  0.1087
51 H 2.0300 -3.7469 0.1310  0.1034

Results
Highest occupied orbital energy: -8.11 eV
LUMO level: 0.53 eV
SMILES: Cn1c(CCN2CCCC2)nc2cc(NS(=O)(=O)c3ccccc3)ccc21

#two
ORCA calculation (wB97M-V/def2-TZVPD) on an isolated molecule of C20H24N4O2S.

Each line ends with the Löwdin charge.
Atoms and positions in Å:
1 C -2.9635 -4.2221 2.2476  -0.0724
2 C -2.4719 -4.6823 0.8721  -0.2297
3 N -2.6189 -3.6935 -0.1695  -0.1205
4 C -3.9139 -3.5977 -0.8080  -0.2215
5 C -4.7462 -2.4064 -0.3283  -0.0686
6 C -1.6622 -2.7247 -0.3726  -0.2164
7 C -0.5422 -2.5972 0.4621  -0.0264
8 C 0.4153 -1.6381 0.2158  -0.0127
9 C 0.3048 -0.7602 -0.8545  -0.1960
10 N 1.3368 0.1904 -1.0470  0.1429
11 C 1.1836 1.5160 -1.1986  -0.4451
12 O 0.1291 2.1198 -1.2328  0.0550
13 C 2.5328 2.2528 -1.3162  -0.0240
14 N 3.0886 2.5449 -0.0016  0.0125
15 C 3.8099 1.5678 0.6033  -0.4884
16 O 3.9700 0.4743 0.0900  0.0554
17 C 4.3760 1.9116 1.9582  -0.3479
18 S 5.2327 3.5186 1.9153  0.9887
19 C 3.8210 4.4295 1.3845  -0.5467
20 N 3.7174 5.6729 1.8004  0.0507
21 C 2.6474 6.3734 1.4688  -0.1456
22 C 1.6026 5.8378 0.7331  -0.0462
23 C 1.7182 4.5378 0.2652  0.0141
24 C 2.8669 3.8093 0.5602  -0.1912
25 C -0.7788 -0.8829 -1.7256  -0.1964
26 C -0.9036 -0.0228 -2.9434  -0.0348
27 C -1.7372 -1.8468 -1.4623  0.0122
28 H -2.7299 -4.9751 2.9963  0.0714
29 H -4.0398 -4.0702 2.2384  0.0622
30 H -2.4861 -3.2869 2.5288  0.0703
31 H -1.4206 -4.9742 0.9316  0.1091
32 H -3.0341 -5.5725 0.5715  0.1143
33 H -4.4565 -4.5220 -0.5972  0.1156
34 H -3.7853 -3.5421 -1.8946  0.1092
35 H -4.2106 -1.4757 -0.4949  0.0667
36 H -4.9600 -2.4902 0.7339  0.0630
37 H -5.6879 -2.3713 -0.8705  0.0730
38 H -0.4066 -3.2373 1.3175  0.0947
39 H 1.2703 -1.5583 0.8729  0.1157
40 H 2.2741 -0.1342 -0.8238  0.1198
41 H 2.3869 3.1905 -1.8537  0.1383
42 H 3.2542 1.6277 -1.8496  0.1350
43 H 5.1018 1.1553 2.2499  0.0888
44 H 3.5801 1.9676 2.7050  0.0997
45 H 2.6326 7.3929 1.8269  0.1059
46 H 0.7210 6.4194 0.5176  0.1044
47 H 0.9259 4.0897 -0.3158  0.1030
48 H -1.6690 -0.4086 -3.6119  0.0775
49 H 0.0451 0.0203 -3.4775  0.0875
50 H -1.1647 0.9957 -2.6577  0.0720
51 H -2.5556 -1.9226 -2.1592  0.1017

Results
Highest occupied orbital energy: -7.34 eV
LUMO level: 0.68 eV
SMILES: CCN(CC)c1ccc(NC(=O)CN2C(=O)CSc3ncccc32)c(C)c1

Relative to the most stable one, in eV, the structures come out at #one 1.193; #two 0.000.

#one
ORCA calculation (wB97M-V/def2-TZVPD) on a structure of composition C6H12OS.

Each line ends with the Löwdin charge.
Atoms and positions in Å:
1 C 1.7745 0.9941 -0.8474  -0.0354
2 C 1.0744 -0.3394 -0.4389  -0.5740
3 C 1.1680 -1.1863 -1.7896  -0.0604
4 C -0.0359 -0.5140 0.4297  -0.6501
5 C -1.0889 -1.6017 0.2513  0.0115
6 C -0.5275 0.4589 1.1943  -0.5425
7 H 2.7619 0.6839 -1.4539  0.0934
8 H 0.8062 1.3980 -1.5303  0.1407
9 H 2.1935 1.4081 0.3856  0.1777
10 H 0.5091 -1.2553 -2.8090  0.1262
11 H 1.1978 -2.3566 -1.5744  0.0995
12 H 2.2353 -1.1475 -2.1998  0.0642
13 H -0.5570 -2.2483 -0.2245  -0.0102
14 H -1.9817 -1.0949 -0.2517  0.0970
15 H -1.4691 -2.1506 1.2289  0.1454
16 H 0.3226 1.1415 1.5910  0.1305
17 H -1.2799 0.1789 1.8885  0.0556
18 H -1.8588 2.4704 1.3754  -0.0483
19 O 1.2759 -0.9636 0.7627  0.0736
20 S -1.7046 1.4882 0.2922  0.7056

Results
Highest occupied orbital energy: -9.05 eV
LUMO level: 0.61 eV

#two
ORCA calculation (wB97M-V/def2-TZVPD) on an isolated molecule of C6H12OS.

Each line ends with the Löwdin charge.
Atoms and positions in Å:
1 C 1.4450 1.5293 -0.8985  -0.1028
2 C 0.0322 1.3066 -0.5063  -0.1322
3 C -0.5166 0.2373 0.0553  -0.3286
4 C -2.0121 0.2107 0.3094  -0.2137
5 O -2.6085 -0.8731 -0.4149  -0.0732
6 C 0.1551 -1.0155 0.4729  -0.6088
7 C 1.3985 -0.9056 1.4134  -0.1030
8 S 0.6821 -1.9308 -1.0762  0.7474
9 H 1.8625 2.3373 -0.2846  0.0822
10 H 2.0427 0.6515 -0.7537  0.0251
11 H 1.5625 1.8197 -1.9920  0.1030
12 H -0.6371 2.1986 -0.6462  0.1211
13 H -2.4654 1.1874 0.0194  0.1236
14 H -2.1888 0.0455 1.3724  0.1220
15 H -2.6968 -0.6290 -1.3400  0.0871
16 H -0.5905 -1.6625 0.9589  0.0997
17 H 1.1369 -0.2672 2.2755  0.0907
18 H 1.6983 -1.8864 1.7493  0.0663
19 H 2.2309 -0.4314 0.9245  0.0464
20 H -0.5310 -1.9226 -1.6385  -0.1524

Results
Highest occupied orbital energy: -8.63 eV
LUMO level: 0.73 eV
SMILES: C/C=C(/CO)[C@H](C)S

#three
ORCA calculation (wB97M-V/def2-TZVPD) on a structure of composition C6H12OS.

Each line ends with the Löwdin charge.
Atoms and positions in Å:
1 C -2.2627 1.4492 -0.0319  -0.0659
2 C -0.7228 1.3044 0.2098  -0.2885
3 C 0.0967 2.5285 -0.1624  -0.1187
4 C -0.1771 -0.0448 0.4413  -0.3203
5 C 1.2364 -0.4378 0.9086  -0.5317
6 C -1.1351 -1.1758 0.5886  -0.4091
7 H -2.3648 2.1917 -0.7734  0.0357
8 H -2.4886 2.0565 0.8365  0.0760
9 H -2.9714 0.5725 -0.1103  0.0969
10 H 1.3015 2.1083 -0.3521  0.1204
11 H -0.5430 3.0570 -1.1157  0.1228
12 H 0.1500 3.4338 0.8370  0.1504
13 H 0.9383 -1.1742 1.7841  0.0925
14 H 2.0143 0.4942 1.2543  0.1114
15 H 3.8286 -0.8660 -0.2212  0.0182
16 H -0.6022 -1.9152 1.3670  0.1371
17 H -1.9839 -0.6750 1.2319  0.1445
18 H -0.8815 -2.1413 -1.1531  0.1919
19 O -1.6309 -1.6787 -0.5272  -0.0611
20 S 2.1523 -0.9659 -0.6932  0.4973

Results
Highest occupied orbital energy: -8.43 eV
LUMO level: -0.18 eV

Relative to the most stable one, in eV, the structures come out at #one 4.896; #two 0.000; #three 5.430.

#one
ORCA calculation (wB97M-V/def2-TZVPD) on an isolated molecule of CHOPS.

Each line ends with the Löwdin charge.
Atoms and positions in Å:
1 O 0.4457 1.9569 0.1377  -0.4951
2 P -0.6378 1.0207 -0.2806  0.7364
3 C 0.0129 -0.5779 0.1399  -0.8180
4 S -0.5477 -1.7990 -0.9794  0.5515
5 H 0.7269 -0.6007 0.9824  0.0252

Results
Highest occupied orbital energy: -9.64 eV
LUMO level: -2.38 eV
SMILES: O=PC=S

#two
ORCA calculation (wB97M-V/def2-TZVPD) on an isolated molecule of CHOPS.

Each line ends with the Löwdin charge.
Atoms and positions in Å:
1 O -0.5398 1.0024 -1.4641  -0.0532
2 C -0.4900 0.0105 -0.7789  -0.7087
3 P -1.6568 -1.2526 -1.1615  0.5116
4 S -2.7376 -1.1240 0.5155  0.1299
5 H 0.3646 -0.1890 0.0628  0.1204

Results
Highest occupied orbital energy: -9.25 eV
LUMO level: -2.04 eV
SMILES: O=CP=S

Relative to the most stable one, in eV, the structures come out at #one 0.187; #two 0.000.